No. 1
The following is a DFT calculation (the ωB97M-V functional and the def2-TZVPD basis) of a 6-piece molecular cluster, H12O6 overall at a distorted geometry.

Each line ends with the Löwdin charge.
Geometry (Å):
O1 -1.141 1.881 -1.154  -0.015
H1 -1.885 2.470 -1.232  0.062
H2 -0.512 2.581 -1.156  0.051
O2 -1.475 -2.799 -1.127  -0.036
H3 -0.976 -2.598 -0.358  -0.005
H4 -1.896 -2.010 -1.412  -0.026
O3 -0.582 -0.255 0.977  -0.012
H5 -0.091 -0.163 1.768  0.001
H6 -0.438 0.482 0.437  -0.035
O4 -2.084 -0.252 -2.727  -0.080
H7 -1.929 0.441 -2.050  -0.003
H8 -2.685 0.211 -3.370  0.066
O5 1.786 1.265 1.746  -0.008
H9 2.090 0.915 0.935  0.026
H10 2.480 1.178 2.365  0.012
O6 3.390 -1.342 2.071  -0.013
H11 3.342 -0.619 2.687  0.015
H12 2.599 -1.393 1.592  -0.002

**Energy**: -458.6053 hartree
**Lowest unoccupied orbital energy**: 0.00 eV
**Highest occupied orbital energy**: -10.4 eV
**Molar mass**: 108.09 g mol⁻¹
**SMILES string**: O.O.O.O.O.O
**2S+1**: 1
**HOMO-LUMO gap**: 10.39 eV

=====

No. 2
The following is a DFT calculation (the ωB97M-V functional and the def2-TZVPD basis) of C30H28IrN2O3P as an isolated structure at a distorted geometry.

Each line ends with the Löwdin charge.
Geometry (Å):
Ir1 0.123 0.992 0.367  1.246
C1 1.477 3.740 -0.807  -0.068
C2 1.625 3.159 -2.207  -0.382
C3 2.829 3.815 -2.892  -0.040
C4 1.832 1.643 -2.219  -0.251
C5 1.945 1.092 -3.647  -0.017
O1 0.889 0.087 -3.733  0.049
C6 0.250 0.042 -2.588  -0.310
N1 0.695 0.823 -1.658  -0.046
C7 -0.893 -0.921 -2.593  -0.100
C8 -1.297 -1.353 -3.854  0.039
C9 -2.330 -2.267 -4.018  0.014
C10 -2.990 -2.774 -2.913  -0.013
C11 -2.610 -2.352 -1.648  -0.077
C12 -1.577 -1.425 -1.468  -0.295
P1 -1.137 -1.020 0.233  0.926
C13 -2.729 -0.880 1.136  -0.336
C14 -2.864 -1.243 2.458  0.029
C15 -4.121 -1.032 3.181  0.101
C16 -5.199 -0.398 2.583  0.002
C17 -5.073 -0.017 1.271  0.084
C18 -3.821 -0.231 0.546  0.068
C19 -0.350 -2.565 0.837  -0.224
C20 -1.103 -3.735 1.200  -0.021
C21 -0.466 -4.848 1.660  0.019
C22 0.947 -4.850 1.756  0.111
C23 1.706 -3.696 1.398  0.037
C24 1.064 -2.582 0.934  -0.038
H1 1.265 4.808 -0.854  0.105
H2 2.388 3.602 -0.218  0.092
H3 0.626 3.318 -0.262  0.024
H4 0.715 3.374 -2.780  0.155
H5 3.754 3.578 -2.357  0.100
H6 2.717 4.898 -2.883  0.100
H7 2.950 3.514 -3.933  0.083
H8 2.725 1.421 -1.627  0.148
H9 2.885 0.599 -3.870  0.149
H10 1.740 1.837 -4.408  0.137
H11 -0.798 -0.961 -4.727  0.140
H12 -2.611 -2.581 -5.014  0.138
H13 -3.787 -3.497 -3.028  0.133
H14 -3.134 -2.758 -0.791  0.105
H15 -2.027 -1.664 3.003  0.132
H16 -4.203 -1.392 4.200  0.147
H17 -6.118 -0.231 3.128  0.146
H18 -5.908 0.436 0.750  0.147
H19 -3.747 0.142 -0.470  0.139
H20 -2.181 -3.750 1.094  0.120
H21 -1.030 -5.732 1.930  0.143
H22 1.462 -5.746 2.085  0.151
H23 2.783 -3.710 1.501  0.142
H24 1.627 -1.706 0.646  0.083
O2 -0.147 3.699 3.382  0.174
C25 0.185 2.840 2.627  -0.547
O3 -0.603 2.282 1.689  -0.279
C26 1.563 2.228 2.662  -0.190
C27 2.500 2.605 3.604  0.053
C28 3.750 2.008 3.569  0.012
C29 4.023 1.060 2.589  -0.015
C30 3.037 0.731 1.683  -0.122
N2 1.823 1.305 1.727  -0.056
H25 2.232 3.356 4.333  0.144
H26 4.507 2.285 4.291  0.135
H27 4.992 0.584 2.523  0.126
H28 3.221 0.015 0.893  0.104

**Energy**: -1939.7628 hartree
**Lowest unoccupied orbital energy (spin up / spin down)**: -9.61 / -13.41 eV
**Highest occupied orbital energy (spin up / spin down)**: -15.4 / -17.1 eV
**Molar mass**: 687.76 g mol⁻¹
**Net charge**: +3
**2S+1**: 6
**HOMO-LUMO gap (spin up / spin down)**: 5.77 / 3.70 eV

=====

No. 3
The following is a DFT calculation (the ωB97M-V functional and the def2-TZVPD basis) of an isolated molecule of C5H8FIN2S at a distorted geometry.

Each line ends with the Löwdin charge.
Geometry (Å):
H1 1.116 -1.788 -1.760  0.019
N1 0.702 -0.952 -1.465  0.131
C1 0.292 -0.975 -0.308  -0.702
S1 0.485 -2.497 0.757  0.808
C2 0.365 -3.829 -0.474  -0.436
C3 -0.401 0.172 0.492  -0.589
I1 -2.574 -0.013 0.146  0.836
C4 -0.140 1.591 0.129  -0.519
F1 0.030 1.927 -1.172  0.067
N2 -0.223 2.459 1.040  0.050
C5 -0.105 3.923 0.808  -0.067
H2 -0.648 -4.045 -0.899  0.053
H3 0.368 -4.868 0.070  0.074
H4 1.181 -3.748 -1.173  0.011
H5 -0.208 0.016 1.520  0.053
H6 0.788 4.184 0.294  0.067
H7 -0.055 4.227 1.802  0.048
H8 -0.973 4.216 0.193  0.097

**Energy**: -1100.5167 hartree
**Lowest unoccupied orbital energy**: -0.40 eV
**Highest occupied orbital energy**: -9.3 eV
**Molar mass**: 274.10 g mol⁻¹
**SMILES string**: [H]/N=C(\SC)[C@H](I)/C(F)=N/C
**2S+1**: 1
**HOMO-LUMO gap**: 8.88 eV

=====

No. 4
The following is a DFT calculation (the ωB97M-V functional and the def2-TZVPD basis) of C5H9ClS as an isolated structure at a distorted geometry.

Each line ends with the Löwdin charge.
Geometry (Å):
C1 -1.058 -1.470 -0.026  -0.046
C2 -0.136 -0.232 0.064  -0.623
C3 -0.744 0.888 0.814  -0.111
C4 0.805 0.240 -1.034  -0.620
C5 1.419 -0.387 0.268  -0.764
H1 -0.398 -2.126 -0.684  0.086
H2 -1.130 -2.091 1.063  0.159
H3 -1.928 -1.265 -0.481  0.019
H4 -1.114 1.809 -0.211  0.088
H5 0.164 1.462 1.599  0.163
H6 -1.746 0.431 1.419  0.125
H7 0.991 -0.618 -1.753  0.116
H8 -0.347 2.738 -1.245  0.058
H9 1.729 0.406 0.826  0.013
S1 1.260 1.945 -1.458  0.643
Cl1 2.233 -1.729 0.840  0.693

**Energy**: -1054.0645 hartree
**Lowest unoccupied orbital energy**: -0.42 eV
**Highest occupied orbital energy**: -8.8 eV
**Molar mass**: 136.65 g mol⁻¹
**2S+1**: 1
**HOMO-LUMO gap**: 8.38 eV

=====

No. 5
The following is a DFT calculation (the ωB97M-V functional and the def2-TZVPD basis) of an isolated molecule of C3H4N2O.

Each line ends with the Löwdin charge.
Geometry (Å):
O1 1.322 -0.270 0.636  -0.046
C1 0.739 0.031 -0.890  -0.090
C2 -0.072 -0.865 -0.061  -0.242
N1 -1.188 -0.235 0.381  -0.004
N2 -1.148 1.120 0.048  0.065
C3 -0.073 1.273 -0.643  -0.163
H1 2.051 -0.869 0.413  0.103
H2 -0.014 -1.947 -0.001  0.141
H3 -1.754 -0.492 1.175  0.139
H4 0.139 2.253 -1.057  0.096

**Energy**: -301.2910 hartree
**Lowest unoccupied orbital energy**: 0.38 eV
**Highest occupied orbital energy**: -8.4 eV
**Molar mass**: 84.08 g mol⁻¹
**2S+1**: 1
**HOMO-LUMO gap**: 8.74 eV

=====

No. 6
The following is a DFT calculation (the ωB97M-V functional and the def2-TZVPD basis) of an isolated molecule of C8H9BrO2 at a distorted geometry.

Each line ends with the Löwdin charge.
Geometry (Å):
C1 -1.308 -1.622 -0.632  0.018
C2 -0.653 -0.223 -0.699  -0.513
O1 -1.313 0.597 -1.705  0.002
C3 -1.650 1.620 -0.750  -0.369
O2 -2.325 2.613 -0.856  0.141
C4 -0.970 0.864 0.310  -0.101
C5 -0.156 1.163 1.305  -0.026
C6 1.118 0.460 1.478  -0.218
C7 1.438 -0.679 0.518  -0.190
C8 0.822 -0.361 -0.871  -0.571
Br1 1.559 1.295 -1.686  0.783
H1 -0.699 -2.259 -1.390  0.121
H2 -2.396 -1.463 -0.952  0.118
H3 -1.280 -2.025 0.377  0.075
H4 -0.189 2.163 1.875  0.163
H5 1.775 1.369 1.305  0.135
H6 1.291 0.124 2.437  0.088
H7 2.563 -0.736 0.431  0.124
H8 1.126 -1.788 0.914  0.172
H9 1.248 -1.110 -1.408  0.048

**Energy**: -3034.6656 hartree
**Lowest unoccupied orbital energy**: 0.38 eV
**Highest occupied orbital energy**: -10.1 eV
**Molar mass**: 217.06 g mol⁻¹
**SMILES string**: C[C@@]12OC(=O)C1=CCC[C@@H]2Br
**2S+1**: 1
**HOMO-LUMO gap**: 10.49 eV

=====

No. 7
The following is a DFT calculation (the ωB97M-V functional and the def2-TZVPD basis) of C6H14O3Yb as an isolated structure at a distorted geometry.

Each line ends with the Löwdin charge.
Geometry (Å):
H1 0.440 -0.363 -2.181  0.135
C1 2.281 -0.548 -1.239  0.124
H2 3.250 -0.851 -0.821  0.099
H3 2.610 0.170 -1.997  0.105
H4 1.797 -1.524 -1.373  0.107
C2 -0.811 0.170 -2.289  -0.082
O1 -1.142 0.835 -1.129  -0.307
C3 -1.981 0.092 -0.213  -0.129
C4 -1.875 0.666 1.181  -0.119
O2 -0.525 0.983 1.520  -0.291
C5 0.338 0.062 2.211  -0.113
C6 1.311 -0.539 1.212  -0.191
O3 1.721 0.349 0.175  -0.356
H5 -1.394 -0.751 -2.421  0.106
H6 -0.796 0.858 -3.142  0.106
H7 -1.634 -0.952 -0.202  0.141
H8 -3.012 0.145 -0.583  0.162
H9 -2.258 -0.057 1.913  0.159
H10 -2.425 1.612 1.237  0.151
H11 -0.261 -0.724 2.687  0.159
H12 0.850 0.614 3.008  0.149
H13 0.731 -1.321 0.692  0.133
H14 2.163 -1.008 1.725  0.158
Yb1 0.624 2.081 0.027  1.594

**Energy**: -1620.7229 hartree
**Lowest unoccupied orbital energy**: -7.88 eV
**Highest occupied orbital energy**: -16.4 eV
**Molar mass**: 307.22 g mol⁻¹
**Net charge**: +2
**2S+1**: 1
**HOMO-LUMO gap**: 8.57 eV

=====

No. 8
The following is a DFT calculation (the ωB97M-V functional and the def2-TZVPD basis) of an isolated molecule of C21H27N3O3S at a distorted geometry.

Each line ends with the Löwdin charge.
Geometry (Å):
C1 4.684 2.864 4.007  -0.112
C2 3.340 2.279 3.590  -0.271
C3 2.243 3.341 3.616  -0.180
C4 0.864 2.820 3.200  -0.194
O1 0.783 2.549 1.815  -0.041
C5 1.055 1.320 1.305  -0.289
C6 1.087 1.257 -0.092  -0.001
C7 1.312 0.063 -0.740  -0.039
C8 1.515 -1.109 -0.018  -0.223
C9 1.737 -2.421 -0.731  -0.143
N1 2.765 -2.339 -1.746  0.010
C10 2.651 -2.278 -3.081  -0.899
S1 4.006 -2.328 -4.036  0.568
N2 1.447 -2.201 -3.709  -0.033
N3 0.280 -1.916 -3.119  0.028
C11 -0.778 -1.801 -3.824  -0.082
C12 -2.044 -1.464 -3.223  -0.214
C13 -3.215 -1.494 -3.977  -0.042
C14 -4.417 -1.177 -3.386  0.002
C15 -4.507 -0.812 -2.042  -0.191
O2 -5.771 -0.534 -1.634  -0.063
C16 -6.060 -0.141 -0.311  -0.072
C17 -3.322 -0.765 -1.275  -0.174
O3 -3.416 -0.392 0.043  -0.110
C18 -2.234 -0.278 0.797  -0.066
C19 -2.121 -1.094 -1.877  0.046
C20 1.489 -1.044 1.365  -0.038
C21 1.259 0.150 2.028  -0.028
H1 4.978 3.664 3.333  0.074
H2 4.629 3.268 5.016  0.071
H3 5.455 2.097 3.986  0.069
H4 3.077 1.465 4.270  0.109
H5 3.425 1.864 2.584  0.106
H6 2.514 4.156 2.943  0.120
H7 2.158 3.750 4.625  0.117
H8 0.578 1.951 3.800  0.115
H9 0.122 3.608 3.368  0.126
H10 0.927 2.168 -0.646  0.123
H11 1.326 0.035 -1.818  0.107
H12 2.034 -3.187 -0.008  0.124
H13 0.808 -2.731 -1.217  0.106
H14 3.721 -2.309 -1.421  0.122
H15 1.505 -2.246 -4.730  0.121
H16 -0.761 -1.954 -4.909  0.130
H17 -3.184 -1.772 -5.020  0.110
H18 -5.336 -1.199 -3.950  0.121
H19 -7.141 0.001 -0.290  0.094
H20 -5.779 -0.910 0.410  0.095
H21 -5.565 0.797 -0.051  0.095
H22 -1.716 -1.237 0.892  0.099
H23 -1.549 0.460 0.370  0.089
H24 -2.555 0.056 1.783  0.100
H25 -1.201 -1.059 -1.319  0.089
H26 1.647 -1.941 1.947  0.113
H27 1.251 0.147 3.106  0.102

**Energy**: -1604.5360 hartree
**Lowest unoccupied orbital energy**: 0.32 eV
**Highest occupied orbital energy**: -7.7 eV
**Molar mass**: 401.53 g mol⁻¹
**SMILES string**: CCCCOc1ccc(CNC(=S)N/N=C/c2ccc(OC)c(OC)c2)cc1
**2S+1**: 1
**HOMO-LUMO gap**: 7.97 eV